DFT (ωB97M-V/def2-TZVPD) results for a 12-piece molecular cluster, C45H117N3O15 overall.

The charge is 0. Its molar mass is 940.44 g/mol. Its structure (SMILES) is COCCNCCOC.COCCNCCOC.COCCNCCOC.CC(C)O.CC(C)O.CC(C)O.CC(C)O.CC(C)O.CC(C)O.CC(C)O.CC(C)O.CC(C)O. The energy above the lowest of the compared OMol25 structures with the same formula, charge and spin comes out at 503.39 kJ/mol. As for the total energy: -3077.2694 Eh.

XYZ file:
```
180
Properties=species:S:1:pos:R:3:forces:R:3
O 4.76697 2.84405 2.17369 -0.2 0.0 0.2
O 1.02946 -0.25057 -2.99341 -0.1 -0.8 -0.7
O -1.81332 -3.85172 3.60439 -0.2 0.3 -0.1
O 3.73520 -1.32171 3.18061 0.7 0.7 0.0
O 0.75107 -5.65209 3.11576 0.4 0.1 -0.2
O 0.66266 -1.58825 7.36965 0.7 -0.6 0.5
O -4.62545 -3.57994 -5.80955 0.0 0.3 -0.2
O 6.01186 -0.52862 -1.57868 0.0 -0.2 0.2
O -2.91641 -0.46713 -0.06765 0.8 0.1 -1.0
O 3.59043 0.81648 -2.53078 0.6 -0.3 0.2
O -0.02517 -5.93978 -3.82907 -0.3 0.6 -0.3
O -7.71968 4.18841 -0.49055 0.1 0.3 -0.1
O -0.10754 3.09123 3.00136 0.4 1.2 -0.5
O -2.80886 3.72215 -6.91011 0.2 -0.5 0.6
O -1.92293 6.63655 -1.45903 -0.1 -0.1 -0.2
N 0.06535 0.83557 5.35988 -0.6 -0.9 -0.5
N -5.32662 2.30755 -0.46038 -0.3 0.0 0.3
N 3.05960 -4.22513 4.15592 -0.3 0.4 0.1
C -4.25235 1.42513 -0.85016 0.5 0.3 -0.4
C 4.27295 -2.14906 -1.31602 1.4 -0.9 -0.3
C -1.92177 6.26796 0.92664 0.0 -0.8 0.5
C -3.94423 0.43788 0.25568 -0.5 -0.2 0.0
C 3.46964 -3.03455 4.89509 0.6 -0.1 -0.3
C -0.21693 -2.10732 3.14859 -0.8 2.1 -1.7
C -2.24618 5.69100 -0.42809 0.6 -0.2 -0.7
C -1.66122 -2.42703 3.51267 0.1 -0.5 1.2
C -6.35073 4.53585 -0.68426 -0.5 -0.3 0.1
C 3.16123 1.49693 0.96461 0.3 0.2 0.7
C 6.57977 -2.83515 -2.05832 1.6 0.4 1.2
C 4.21524 1.29588 -3.74607 -0.7 -0.1 1.2
C 0.02193 -0.28011 -1.98592 0.6 1.5 -0.8
C -0.31662 1.18241 -1.71442 -0.7 0.8 2.2
C -8.46064 5.26003 0.04384 -0.6 -0.4 0.1
C 1.62869 -4.11480 -3.56218 -0.9 -0.3 -0.3
C 3.31770 -1.77390 1.90827 -0.6 -0.9 0.9
C -2.64234 -2.67625 -4.76172 0.1 -1.0 -0.4
C 0.50898 2.19050 5.15735 0.5 0.2 0.0
C 0.51736 -1.08106 -0.80029 -0.4 0.4 0.5
C 3.89409 3.76272 0.19370 1.1 0.2 -0.2
C -2.69862 4.42775 -5.65724 -0.2 1.1 -1.3
C -0.32926 -0.93645 8.11815 -0.4 0.2 -0.6
C 1.13317 -5.48359 -3.11840 -0.2 -0.8 0.1
C -4.40199 -1.19200 -5.82957 0.9 -0.1 -0.2
C -3.31017 -1.48262 -0.97600 -1.1 -1.2 1.2
C -2.82276 5.92188 -5.99345 -0.3 0.3 0.5
C 0.97011 2.52867 3.72797 -0.6 -1.0 0.1
C 0.81617 -5.54175 -1.62343 0.4 -0.6 -0.2
C 3.55697 2.90091 1.40585 0.3 0.7 -0.8
C -1.42704 4.43031 -0.69305 0.0 -0.6 0.5
C -2.03511 -1.84407 4.89340 -1.9 -0.7 -1.3
C 4.37967 0.13201 -4.70169 -1.5 -0.5 -0.9
C 2.19157 -5.06249 4.97286 0.6 0.0 -0.3
C 1.07520 -0.21073 5.40967 1.6 0.8 0.3
C 3.30419 2.39162 -4.28174 1.3 0.6 -0.2
C -5.71390 3.35061 -1.40472 -0.1 0.4 0.2
C 0.71996 -6.55970 2.01595 0.0 1.4 -0.4
C -1.45206 4.13570 -4.85322 0.3 0.5 0.4
C 1.56919 -6.16601 4.15435 -1.3 -1.4 1.3
C 5.78683 -1.88241 -1.16681 -1.2 -0.3 -0.6
C 4.40621 -2.16383 4.09655 0.3 -0.2 -0.2
C 0.55783 -1.53396 5.95811 0.3 1.0 0.0
C -0.94760 2.11332 2.44738 -0.2 -1.3 1.5
C -4.10662 -2.45957 -5.07973 -0.7 -0.4 1.1
H -0.04082 -2.10463 2.06657 0.0 -1.1 0.0
H -4.86394 -0.12144 0.49097 0.1 0.1 0.3
H -2.07377 -0.75218 4.90666 0.4 0.0 -0.1
H 7.61245 -2.70728 -1.69912 0.1 -0.2 -0.2
H 3.95699 -2.51092 1.41441 0.5 0.3 0.2
H 1.62101 -0.25548 4.46000 -0.5 -0.5 -0.2
H 1.83481 3.18403 3.80456 -0.3 0.6 -0.3
H -1.28466 -2.21961 5.58928 -3.7 -1.6 -0.1
H -3.62919 4.21846 -5.13218 0.1 -0.6 0.2
H 6.95413 -0.34366 -1.49852 -0.1 0.1 0.0
H 5.15485 1.76255 -3.43290 0.1 -0.1 -0.3
H -0.60607 4.70379 -5.25031 0.1 -0.4 -0.4
H 4.27488 0.28575 -2.07511 -0.3 0.4 -0.2
H 3.35970 -0.16872 -4.99043 -0.1 0.4 -0.1
H 1.87339 0.13913 -2.69169 -0.3 0.0 0.2
H 0.97202 -2.01764 -1.12181 -0.2 -0.1 0.0
H -0.43686 1.84867 -2.56586 0.4 -0.4 -0.4
H -0.92827 -4.22106 3.53880 0.1 -0.4 -0.1
H -0.34776 4.58624 -0.65145 0.0 0.4 -0.2
H 2.81763 3.44031 2.00007 -0.3 -0.4 -0.1
H -0.42156 1.41532 1.78376 -0.1 0.5 -0.7
H -3.96849 -1.21402 -1.80281 0.3 0.6 -0.1
H 2.16425 -7.02659 3.83249 0.9 0.8 -0.5
H -1.66788 3.87871 -1.60164 -0.1 0.4 -0.3
H -9.50180 4.94273 0.12445 0.1 -0.1 -0.1
H 0.36574 1.63749 -0.98180 0.6 0.0 -0.6
H 2.84851 -5.40545 5.77938 -0.3 -0.6 -0.1
H 6.36709 -3.88628 -1.86850 -0.3 0.0 -0.3
H 4.82972 3.36707 -0.21919 -0.2 -0.3 -0.2
H -8.45386 6.12347 -0.62755 0.3 0.2 0.2
H -1.22955 1.36099 -1.12602 -0.3 -0.7 -0.3
H -1.52836 4.57403 -3.85325 -0.3 -0.2 0.1
H 4.96232 -1.51427 4.77674 -0.2 0.2 0.0
H -5.46510 -1.00860 -5.95143 0.0 -0.1 -0.1
H -0.47727 -1.66511 5.61376 3.6 1.7 1.0
H 1.09625 -2.39758 5.58071 -0.1 0.2 0.2
H 6.63604 -2.56047 -3.10910 -0.7 -0.1 -0.1
H -1.30967 -1.27038 7.74985 -0.1 0.3 0.3
H 2.64497 -3.89864 -3.24744 0.0 0.0 0.1
H -1.86643 2.55949 2.07935 0.3 0.2 -0.5
H -0.89334 -0.68519 -2.42543 0.3 -0.5 -0.2
H 3.93707 2.87124 -5.03975 -0.7 -0.1 -0.6
H 4.50565 2.61079 3.07125 0.2 -0.1 0.0
H 0.12405 -4.73989 -1.36362 0.3 0.2 0.2
H -4.93897 -4.24232 -5.18935 0.1 0.0 0.0
H 2.32211 1.48705 0.27001 0.0 0.0 0.0
H -2.10218 -2.84869 -5.69785 0.2 0.6 0.1
H -0.12485 -1.01393 3.24404 0.3 -0.2 0.7
H 6.07621 -2.01956 -0.12029 0.1 0.1 0.0
H 2.37121 -2.30478 2.07880 -0.2 0.2 -0.6
H 3.16491 3.80741 -0.61354 -0.3 -0.2 0.2
H -1.60546 3.69845 0.10096 -0.2 0.1 0.1
H 0.91094 -6.74024 4.82975 -0.2 0.4 0.2
H 4.86488 0.37520 -5.64749 0.3 0.1 0.2
H -2.53353 -3.64855 -4.26769 -0.2 0.1 0.3
H 1.72030 -6.55535 1.57211 0.1 -0.9 0.2
H 2.96509 0.86687 1.83704 -0.3 0.3 0.0
H -2.56525 7.35192 -1.42223 0.1 0.0 0.0
H -0.24660 0.15412 8.02600 -0.1 0.0 0.1
H -4.63298 -2.40598 -4.11452 -0.1 0.0 0.0
H -2.20759 -1.92176 -4.10926 0.1 0.2 -0.3
H -0.56726 0.68730 6.12883 -0.1 0.6 0.1
H -3.05988 -2.16397 5.08142 0.1 -0.3 0.4
H -1.25943 1.43253 3.25650 -0.2 0.1 0.0
H -0.84902 6.43335 1.03375 0.0 0.3 -0.2
H -2.13856 5.49534 1.67228 -0.2 0.2 0.1
H 1.38306 -4.54177 5.51083 -0.1 0.3 -0.3
H 1.75040 -5.55579 -1.05497 -0.1 0.6 0.2
H -3.14291 6.44761 -5.08952 0.0 0.2 -0.1
H 0.32983 -6.48031 -1.35162 -0.1 -0.1 -0.3
H -2.49065 7.16943 1.14942 0.1 0.0 0.0
H 2.33124 2.06139 -4.63508 0.1 -0.2 -0.2
H -1.19559 3.08359 -4.74771 -0.1 -0.1 -0.2
H 4.04698 -3.37885 5.76027 -0.3 0.0 0.2
H 4.17437 -2.48898 -2.34761 -0.7 0.7 -0.2
H 2.60027 -3.96580 3.28945 -0.2 -0.1 0.1
H -2.43783 -2.06200 2.83169 0.6 0.1 -0.5
H -6.47936 2.97355 -2.08971 0.1 0.1 -0.3
H 5.17118 -2.79605 3.62808 -0.1 0.0 -0.4
H 4.19119 4.78286 0.44794 -0.4 0.0 0.3
H -4.47145 0.89271 -1.78767 0.2 0.1 -0.1
H -0.29730 -1.23837 -0.08786 0.0 -0.2 0.0
H -3.57972 6.04765 -6.76726 -0.2 0.0 0.2
H 0.28393 -7.50999 2.32149 0.3 -0.2 -0.2
H -6.15638 1.74854 -0.29168 0.0 0.1 0.2
H -3.89171 -2.18904 -0.36700 -0.3 -0.1 -0.2
H 4.68656 -0.84571 -4.32849 0.9 0.5 0.5
H 1.83928 -6.26509 -3.41100 0.4 0.2 0.4
H -4.88273 3.72088 -2.00730 0.3 -0.3 0.2
H 1.28677 -0.51668 -0.26348 0.0 0.1 -0.1
H -3.92952 -0.36778 -5.29114 -0.2 0.1 0.0
H 1.90879 0.09497 6.06996 -0.1 0.0 0.3
H -8.14726 5.50997 1.06196 0.3 0.2 -0.1
H -5.91057 4.72628 0.30023 0.3 -0.2 -0.1
H -0.30400 2.89947 5.31836 -0.2 -0.2 0.2
H -2.22276 4.13884 -7.54915 0.1 0.0 0.1
H 0.55560 -2.63652 3.69892 -0.2 -0.1 -0.1
H -3.30666 5.42907 -0.51159 -0.1 0.0 0.2
H -1.93068 6.43505 -6.36085 0.3 -0.4 0.1
H -3.33716 2.01790 -0.95388 -0.2 0.0 -0.4
H 0.94072 -3.36694 -3.16315 0.2 0.3 0.1
H -3.88057 -1.27967 -6.78718 -0.3 0.2 -0.2
H 1.28647 1.67398 3.11996 0.3 -0.3 0.5
H 2.63446 -2.39645 5.21077 0.5 -0.3 0.1
H 3.17997 -0.87657 1.31304 -0.1 -0.4 -0.2
H 3.67796 -1.29600 -1.01680 -0.3 -0.1 -0.1
H -6.26731 5.46700 -1.25787 -0.1 -0.1 -0.2
H -3.59403 1.01100 1.11467 -0.2 -0.2 0.2
H 1.54658 -4.04611 -4.64859 0.3 0.0 0.0
H 0.12454 -6.10201 1.22376 -0.4 -0.1 0.3
H -0.56622 -5.18518 -4.08876 0.0 0.0 0.1
H -0.23306 -1.18415 9.17345 0.2 -0.2 -0.1
H 1.30613 2.48706 5.85656 0.1 -0.2 0.1
H -2.50763 -2.11508 -1.34914 0.6 0.7 0.0
H 4.02231 -3.05750 -0.76473 -0.1 0.2 0.4
H 4.04982 1.05924 0.50393 -0.1 0.0 -0.3
H 3.16855 3.20908 -3.57150 -0.1 -0.3 0.4
```
Positions in Å, forces in eV/Å.